This record from the Open Molecules 2025 dataset describes C4H4ClFO in the gas phase at a distorted geometry. The level of theory is ωB97M-V/def2-TZVPD.

```
11
C4H4ClFO (ωB97M-V/def2-TZVPD)
C 0.910 1.783 0.997
C -0.090 1.713 -0.118
C -0.351 0.370 -0.660
C 0.073 -0.709 -0.070
H 0.297 1.282 1.735
H 1.847 1.290 0.759
H 1.030 2.837 1.074
H -0.920 0.219 -1.612
O -0.629 2.729 -0.534
F 1.001 -0.861 0.816
Cl -0.558 -2.274 -0.348
```

Output
* HOMO level: -9.98 eV
* energy above the lowest of the compared OMol25 structures with the same formula, charge and spin: 38.2 kJ/mol
* structure (SMILES): CC(=O)/C=C(\F)Cl
* E_LUMO: 0.279 eV
* gap between HOMO and LUMO: 10.26 eV
* 2S+1: 1
* net charge: 0

***

This record from the Open Molecules 2025 dataset describes C4H4ClNO2 in the gas phase at a distorted geometry. The level of theory is ωB97M-V/def2-TZVPD.

```
12
C4H4ClNO2 (ωB97M-V/def2-TZVPD)
C -0.397 2.304 0.060
C -0.227 -1.378 0.068
C -0.738 1.041 0.073
C -1.075 -0.185 -0.103
N 2.005 -1.091 -0.457
O 3.046 -0.568 -0.237
O 1.067 -1.085 0.585
Cl -2.699 -0.719 -0.195
H -0.103 2.893 1.024
H -0.334 2.962 -0.907
H -0.558 -2.088 0.940
H 0.012 -2.086 -0.851
```

Output
* HOMO level: -9.72 eV
* energy above the lowest of the compared OMol25 structures with the same formula, charge and spin: 505.7 kJ/mol
* structure (SMILES): C=C=C(Cl)CON=O
* E_LUMO: 0.137 eV
* gap between HOMO and LUMO: 9.86 eV
* 2S+1: 1
* net charge: 0

***

This record from the Open Molecules 2025 dataset describes 2 unconnected molecules or ions with the total composition C4H4ClNO4S at a distorted geometry. The level of theory is ωB97M-V/def2-TZVPD.

```
15
C4H4ClNO4S (ωB97M-V/def2-TZVPD)
C 2.334 -0.557 -0.285
C 2.479 0.762 -0.325
C 0.864 -0.807 -0.220
C 1.082 1.358 -0.293
N 0.181 0.297 -0.225
O -2.187 -1.448 -0.106
O -2.282 0.416 1.431
O 0.369 -1.993 -0.172
O 0.782 2.518 -0.324
S -2.461 -0.035 -0.111
Cl -4.590 0.077 -0.178
H 3.061 -1.345 -0.289
H 3.369 1.357 -0.378
H -0.633 -1.959 -0.125
H -2.369 1.358 1.599
```

Output
* HOMO level (alpha / beta): -7.20 / -10.06 eV
* <S²>: 2.01
* E_LUMO (alpha / beta): 0.273 / -3.754 eV
* gap between HOMO and LUMO (alpha / beta): 7.47 / 6.31 eV
* 2S+1: 3
* net charge: 0

***

This record from the Open Molecules 2025 dataset describes a molecular structure, C4H4CoLiO2 at a distorted geometry. The level of theory is ωB97M-V/def2-TZVPD.

```
12
C4H4CoLiO2 (ωB97M-V/def2-TZVPD)
H 1.701 1.648 -3.238
C -0.066 -0.098 1.519
C -1.261 0.671 1.073
C -0.283 0.285 0.024
C 0.192 0.043 -1.129
O 0.671 -0.546 -2.067
O -0.164 -1.376 1.884
H 0.750 0.486 1.963
H -1.315 1.737 1.312
H -2.214 0.137 1.062
Co 0.249 -2.888 1.187
Li 1.738 -0.099 -3.589
```

Output
* HOMO level (alpha / beta): -11.98 / -11.11 eV
* energy above the lowest of the compared OMol25 structures with the same formula, charge and spin: 11.0 kJ/mol
* <S²>: 3.77
* E_LUMO (alpha / beta): -3.946 / -6.084 eV
* gap between HOMO and LUMO (alpha / beta): 8.04 / 5.03 eV
* 2S+1: 4
* net charge: +1

***

This record from the Open Molecules 2025 dataset describes a molecular structure, C4H4CsO at a distorted geometry. The level of theory is ωB97M-V/def2-TZVPD.

```
10
C4H4CsO (ωB97M-V/def2-TZVPD)
H 0.277 1.914 0.205
C -2.212 -0.349 0.481
C -1.277 0.274 -0.250
C -0.015 0.808 0.265
C 1.185 0.309 0.072
O 2.231 -0.225 0.192
Cs 6.517 -2.013 -1.228
H -2.116 -0.491 1.560
H -3.148 -0.667 0.020
H -1.443 0.441 -1.316
```

Output
* HOMO level: -11.44 eV
* energy above the lowest of the compared OMol25 structures with the same formula, charge and spin: 0.0 kJ/mol
* E_LUMO: -4.009 eV
* gap between HOMO and LUMO: 7.43 eV
* 2S+1: 1
* net charge: +1

***

This record from the Open Molecules 2025 dataset describes a molecular structure, C4H4EuO at a distorted geometry. The level of theory is ωB97M-V/def2-TZVPD.

```
10
C4H4EuO (ωB97M-V/def2-TZVPD)
O 0.320 1.435 -1.088
C 0.979 0.424 -0.828
C 1.105 -0.120 0.505
C 0.082 -0.769 1.074
C -1.130 -1.042 1.442
H 1.383 -0.193 -1.655
H 1.860 0.348 1.144
H -1.975 -0.293 1.062
Eu -1.177 2.273 -3.327
H -1.446 -2.062 1.671
```

Output
* HOMO level (alpha / beta): -9.90 / -12.36 eV
* energy above the lowest of the compared OMol25 structures with the same formula, charge and spin: 0.0 kJ/mol
* <S²>: 12.01
* E_LUMO (alpha / beta): -3.686 / -4.164 eV
* gap between HOMO and LUMO (alpha / beta): 6.21 / 8.19 eV
* 2S+1: 7
* net charge: +1

***

This record from the Open Molecules 2025 dataset describes 2 unconnected molecules or ions with the total composition C4H4F2 at a distorted geometry. The level of theory is ωB97M-V/def2-TZVPD.

```
10
C4H4F2 (ωB97M-V/def2-TZVPD)
C 1.114 0.048 0.189
C 2.059 0.910 -0.069
C 0.194 -0.886 0.083
C -2.323 -0.043 0.465
F -2.919 -1.095 0.155
F -2.398 0.863 -0.455
H 3.008 1.055 0.480
H 1.800 1.612 -0.919
H -0.602 -0.859 0.765
H 0.068 -1.604 -0.693
```

Output
* HOMO level: -9.31 eV
* energy above the lowest of the compared OMol25 structures with the same formula, charge and spin: 356.7 kJ/mol
* E_LUMO: 0.593 eV
* gap between HOMO and LUMO: 9.91 eV
* 2S+1: 1
* net charge: 0

***

This record from the Open Molecules 2025 dataset describes a molecular structure, C4H4F2S2 at a distorted geometry. The level of theory is ωB97M-V/def2-TZVPD.

```
12
C4H4F2S2 (ωB97M-V/def2-TZVPD)
C -0.826 -1.034 -0.343
C 0.058 -0.100 0.403
C -0.157 1.438 0.216
C 1.447 -0.092 -0.165
H -0.412 -2.037 -0.320
H -1.759 -1.064 0.112
H -0.990 1.627 -0.447
H -0.251 1.946 1.173
F -1.030 -0.650 -1.632
F -0.083 -0.440 1.720
S 1.474 1.625 -0.493
S 2.529 -1.219 -0.223
```

Output
* HOMO level: -9.10 eV
* energy above the lowest of the compared OMol25 structures with the same formula, charge and spin: 32.7 kJ/mol
* E_LUMO: -0.524 eV
* gap between HOMO and LUMO: 8.57 eV
* 2S+1: 1
* net charge: 0

***

no.,calculated total energy (eV)
1,-21498.82223
2,-22314.85065
3,-37246.64915
4,-46126.18285
5,-6800.53685
6,-25575.47919
7,-9642.75515
8,-31317.13861